DFT (the ωB97M-V functional and the def2-TZVPD basis) results for a molecular structure, C42H49IrN4O8P2Te.

Gap between HOMO and LUMO (alpha / beta), eV: 6.2 / 6.2
2S+1: 2
Highest occupied orbital energy (alpha / beta), eV: -4.279 / -4.342
LUMO energy (alpha / beta), eV: 1.95 / 1.86
Net charge: -1

```
107
Properties=species:S:1:pos:R:3:forces:R:3
Ir -0.11228 -0.18122 -1.28313 -0.27 -0.16 0.63
Te 1.12127 2.25805 1.28574 0.27 0.24 0.37
P 2.97810 0.88689 -1.53820 -0.08 -0.01 0.02
P 0.99698 1.53970 -3.56640 -0.05 0.07 0.01
O 1.90676 1.35137 -4.88623 0.00 0.02 -0.01
O -0.53711 -0.62336 2.73288 0.15 0.23 -0.06
O 0.02823 2.63723 -3.71858 -0.02 -0.01 0.02
O 1.98397 -0.02541 -0.81809 0.05 -0.01 -0.04
O 0.54035 0.10702 -3.28596 0.09 0.07 -0.10
O 3.72931 0.01902 -2.66377 -0.02 0.01 -0.02
O 3.96878 1.62171 -0.74850 -0.05 0.04 0.05
O 2.05022 1.91794 -2.40569 0.15 -0.02 -0.12
N -2.16077 -2.65298 -1.88341 -0.05 -0.04 0.06
N -0.61017 0.00321 0.51179 0.20 -0.01 -0.70
N 0.11419 -2.09039 -1.86353 0.00 -0.06 -0.01
N -0.55167 -4.29561 -2.09720 0.00 0.02 0.10
C -0.85471 -2.96262 -1.92543 0.03 0.01 -0.20
C 3.16046 2.42914 3.59546 -0.02 -0.05 -0.03
C -0.88883 -0.78893 1.57538 -0.35 -0.34 0.07
C -1.38574 -5.41053 -1.88153 -0.02 -0.03 -0.05
C -2.31585 -5.45042 -0.84574 0.01 -0.01 0.02
C 5.10547 5.09225 5.51012 0.00 0.00 0.01
C -1.78487 -1.97916 1.22550 0.02 0.02 0.09
C -2.00179 -7.64080 -2.50166 0.00 0.00 -0.01
C 3.55371 -3.44163 -1.52848 -0.02 -0.02 0.03
C -2.69338 0.98712 -2.17536 0.03 0.05 0.05
C 3.94811 -3.48355 -2.85642 0.00 -0.01 -0.01
C 1.43585 -2.56218 -2.17143 -0.01 0.05 0.01
C 1.87453 -2.92670 0.28331 0.00 0.02 0.01
C -0.18973 2.65430 4.37778 -0.11 0.06 0.05
C -4.14718 -1.38525 -2.28758 -0.02 0.03 -0.04
C 4.00931 3.05855 4.50730 0.00 -0.01 0.01
C 2.63298 4.60141 2.65875 0.04 -0.04 0.06
C -4.77235 -0.16750 -2.51152 0.01 -0.05 0.03
C 3.03805 0.92857 3.68938 0.02 -0.02 0.01
C -2.95376 -7.67407 -1.49231 0.01 0.01 -0.01
C -1.34901 4.03379 0.99656 -0.01 0.00 0.02
C -2.44088 4.78209 1.41962 -0.01 -0.05 0.00
C -3.99223 5.67959 3.18497 -0.01 0.00 0.01
C 2.29122 -2.98841 -1.15506 0.02 0.04 -0.01
C -1.21281 -6.51968 -2.72041 -0.01 0.02 -0.01
C -0.59369 3.32513 1.95010 0.03 0.09 -0.08
C -2.80458 4.85860 2.75862 0.00 0.01 0.00
C 2.45505 3.20589 2.67289 -0.04 0.12 -0.21
C -2.05042 4.15291 3.67899 0.00 -0.03 0.03
C -2.03014 -0.20792 -1.88910 -0.03 -0.05 0.05
C 1.81809 -2.60043 -3.50886 0.02 -0.02 0.04
C -4.04384 1.01291 -2.48168 0.02 0.03 0.00
C -4.92715 -2.67292 -2.35142 0.00 -0.01 -0.02
C -0.18927 -6.48355 -3.81987 0.01 0.00 -0.01
C -0.99748 4.06594 -0.46883 0.00 -0.06 0.00
C 4.17499 4.43119 4.52818 0.01 0.01 0.01
C 3.07839 -3.06730 -3.85416 -0.01 0.01 0.00
C 1.94142 5.49229 1.66492 0.00 0.00 -0.05
C -2.77403 -1.37673 -2.01193 0.08 0.00 -0.13
C -3.10772 -6.57462 -0.66426 0.00 0.01 0.01
C 3.47846 5.18729 3.59303 -0.01 0.00 -0.01
C -0.95146 3.37892 3.30184 0.00 0.02 -0.05
H -5.83561 -0.15158 -2.72295 0.00 0.00 -0.01
H -2.14864 -2.41848 2.15255 -0.01 0.01 0.00
H 4.02718 0.47662 3.78324 0.00 0.01 0.01
H 1.76301 -1.88226 0.58339 0.00 -0.02 0.01
H -2.77281 -3.43816 -2.02786 -0.02 0.01 0.04
H 0.18431 1.70072 4.01336 0.05 -0.11 -0.05
H 3.60812 6.26567 3.57883 0.00 0.00 0.00
H -4.82272 -3.26390 -1.43567 -0.01 0.00 0.00
H -2.40206 -4.61078 -0.16719 0.00 0.00 -0.01
H -0.84105 2.46341 5.23279 0.01 0.02 0.00
H -3.83093 -6.59010 0.14068 0.00 0.00 0.00
H 2.37247 6.49399 1.68772 -0.01 0.00 0.01
H 5.99130 5.48640 5.00649 0.00 0.00 0.00
H -2.32188 4.19134 4.72982 0.00 0.00 0.00
H -3.02245 5.32122 0.67760 0.00 0.01 0.00
H 2.61943 -3.40071 0.92134 0.01 0.01 0.00
H -1.87299 -8.50066 -3.14866 0.00 0.00 0.00
H -4.12597 5.64397 4.26642 0.00 0.00 0.00
H 0.91838 -3.42829 0.44605 -0.01 -0.01 0.00
H -2.61536 -1.67117 0.59092 0.00 0.00 0.02
H -0.72429 3.09180 -0.87024 -0.02 -0.01 0.02
H 0.83024 -6.45348 -3.42372 0.00 0.00 0.00
H 1.12782 -2.22537 -4.25260 -0.01 0.00 -0.01
H 0.66055 3.24937 4.72276 -0.01 -0.05 -0.03
H -3.87431 6.72571 2.89426 0.00 0.00 0.00
H 2.45725 0.64836 4.57251 0.00 0.01 0.01
H -0.13634 4.71346 -0.64860 0.04 -0.01 0.01
H -1.83531 4.44456 -1.05542 0.01 0.02 0.01
H 5.44076 4.38627 6.27033 0.00 0.00 0.00
H -3.56471 -8.55581 -1.35113 0.00 0.00 0.00
H -0.27032 -7.36782 -4.44982 0.00 0.00 0.00
H -1.19747 -2.72073 0.68150 0.01 0.02 0.03
H -4.61626 -3.30645 -3.18979 0.01 0.00 0.01
H 2.53856 0.49192 2.82865 0.04 -0.01 0.00
H 3.10331 -0.49520 -3.19159 -0.02 -0.04 0.01
H -5.98797 -2.46519 -2.48256 0.00 0.01 0.00
H 4.24249 -3.75517 -0.75310 0.00 0.00 0.00
H 4.61836 5.92866 6.01505 0.00 0.00 0.00
H 0.87354 5.57291 1.87808 -0.02 -0.01 0.00
H -4.53127 1.95709 -2.69078 0.00 0.00 0.00
H 2.04001 5.09159 0.65469 -0.01 -0.02 -0.01
H 1.99458 2.20045 -5.33238 0.00 0.00 0.00
H 3.38456 -3.07978 -4.89219 0.00 0.00 0.00
H 4.55366 2.44564 5.22022 0.00 0.00 0.00
H -4.91045 5.31432 2.71994 0.00 0.00 0.00
H 4.94208 -3.82854 -3.11076 0.00 0.01 0.00
H 0.42097 -4.47747 -2.29311 0.00 0.00 0.01
H -0.31298 -5.59699 -4.44464 0.00 0.00 0.00
H -2.12815 1.91247 -2.17589 -0.02 -0.01 0.03
```
Positions in Å, forces in eV/Å.

These are the Löwdin partial charges, in e, on atoms 1 to 8: 1.382 1.572 0.171 0.184 -0.127 0.010 -0.282 -0.495


DFT (the ωB97M-V functional and the def2-TZVPD basis) results for a molecular structure, C42H49N5ORe.

Gap between HOMO and LUMO (alpha / beta), eV: 5.4 / 5.6
2S+1: 2
Highest occupied orbital energy (alpha / beta), eV: -5.585 / -5.985
LUMO energy (alpha / beta), eV: -0.21 / -0.34

```
98
Properties=species:S:1:pos:R:3:forces:R:3
Re -0.82151 1.31100 0.02867 0.05 -0.07 -0.02
O 0.15871 3.37269 -0.21738 -0.04 0.00 -0.03
N 0.35483 0.44170 1.42729 0.02 0.01 0.01
N -1.11993 -0.63582 -0.37269 -0.03 -0.04 0.02
N -0.99832 2.40076 -1.83031 0.09 0.09 0.06
N -2.26776 1.38343 -3.43080 -0.04 -0.03 -0.04
N 0.14032 4.44188 -2.24680 0.02 0.01 0.04
C 0.65096 -3.20441 1.55323 -0.01 0.01 -0.01
C -4.08934 -1.30592 -0.72710 0.00 0.04 -0.02
C 1.09442 -4.45367 1.93994 0.00 0.00 -0.01
C 3.69231 1.71865 2.38535 0.00 -0.01 0.00
C 2.23946 1.93683 4.26854 0.01 -0.01 0.00
C 0.36155 -0.93393 1.39336 0.04 0.01 0.08
C 2.90366 0.84582 0.17213 0.01 0.00 0.01
C -1.62307 -1.18669 -1.58341 0.00 -0.01 0.03
C 1.16044 1.43002 3.54584 -0.01 0.02 0.00
C -3.40659 -1.89120 -3.03387 0.01 -0.01 0.01
C -0.32980 4.42783 -3.52398 -0.01 -0.01 -0.01
C 1.37976 1.04675 2.21362 -0.01 0.04 -0.04
C 3.82261 -0.37010 0.04672 0.00 0.00 0.00
C -0.28273 -2.97078 0.50412 -0.03 -0.02 0.00
C -0.22364 3.43200 -1.39876 0.01 -0.01 0.05
C 2.00107 -2.03985 3.14826 -0.01 0.01 0.00
C 3.44985 2.03949 -0.61428 0.00 0.00 0.01
C -2.36654 2.03318 0.80526 -0.08 0.05 -0.01
C 2.64665 1.21077 1.62344 0.00 0.00 0.00
C -1.13610 3.44297 -3.97199 -0.02 0.01 -0.03
C -2.99018 -1.45217 -1.77304 -0.01 -0.04 0.00
C 0.79747 -1.26269 -2.41581 -0.01 0.01 -0.02
C 0.55914 -5.56704 1.22927 0.00 0.00 0.00
C -1.15955 -1.90260 -3.84597 0.02 0.00 -0.01
C -1.09339 0.20695 4.02270 0.00 -0.01 -0.01
C -0.34187 -5.35770 0.21975 0.00 0.00 -0.01
C 2.04540 -4.48697 2.99955 0.00 0.00 0.00
C -0.18152 1.40952 4.26591 0.00 -0.02 0.00
C 1.32689 -0.10645 -3.26641 0.01 0.00 -0.01
C -0.69682 -1.45844 -2.61500 0.01 -0.02 -0.01
C -0.77886 -4.05694 -0.16494 -0.01 0.00 0.01
C -1.48010 2.38630 -3.07146 0.00 -0.03 -0.05
C -0.92399 2.72325 3.99897 0.01 0.01 0.00
C 1.08106 -1.98230 2.13738 0.02 0.01 0.02
C -4.78313 0.05383 -0.86475 0.00 0.00 0.01
C -2.51381 -2.10270 -4.06863 0.00 0.00 0.00
C 3.49786 2.07265 3.70874 -0.01 0.01 0.00
C -3.70236 -1.58901 0.72350 0.01 -0.01 -0.02
C 1.03246 5.48193 -1.73775 -0.01 0.00 0.00
C -0.42838 -1.51293 0.44888 -0.06 -0.02 -0.03
C 2.47199 -3.31686 3.56941 0.00 0.00 0.00
C 1.57567 -2.54897 -2.69928 0.00 -0.01 -0.01
H 1.09269 6.27784 -2.47505 0.00 0.00 0.00
H 1.17183 -0.29334 -4.33268 0.00 0.00 0.01
H 4.43797 2.33758 -0.25644 -0.01 0.00 -0.01
H -4.08217 0.86128 -0.64806 -0.01 -0.01 -0.01
H -3.03883 1.47993 1.46455 0.03 -0.01 0.01
H 1.49143 -2.84843 -3.74695 0.00 0.00 0.00
H 2.63533 -2.40214 -2.47971 -0.01 0.00 0.00
H -2.64753 3.09058 0.70816 0.00 0.00 0.03
H 4.31956 2.45784 4.29966 0.00 0.00 0.00
H -1.48737 -3.95389 -0.97864 0.00 0.00 0.00
H -5.17903 0.19337 -1.87434 0.01 0.00 0.01
H 2.78115 2.89740 -0.51303 0.01 -0.01 0.00
H 0.07241 1.39403 5.33091 0.00 0.00 0.01
H -2.40870 0.60464 -2.79310 -0.01 0.02 0.00
H 2.02255 5.06835 -1.55511 0.00 0.00 0.00
H 1.21103 -3.36805 -2.07791 0.01 0.01 -0.01
H 0.63900 5.87054 -0.80220 -0.01 0.00 0.00
H 4.80443 -0.16557 0.48203 -0.01 0.00 0.00
H 0.96692 -1.00964 -1.37031 0.01 0.00 -0.01
H -0.31891 3.58087 4.30015 0.00 0.00 0.00
H -4.61328 -1.67287 1.32092 0.01 0.00 0.00
H 3.97042 -0.63247 -1.00477 0.00 0.00 0.01
H -0.74148 -6.21073 -0.31528 0.00 0.00 0.00
H 2.39894 0.02676 -3.10100 -0.01 0.00 0.00
H 2.43123 -5.43750 3.34897 0.00 0.00 0.00
H -1.86397 2.75136 4.55618 0.01 0.00 -0.01
H -0.45095 -2.09936 -4.64253 0.00 0.00 0.00
H 1.94321 0.57716 -0.27226 0.00 0.00 0.00
H -2.86602 -2.45429 -5.03076 0.00 0.01 0.00
H 4.67398 1.83114 1.93875 -0.01 0.00 0.00
H -3.15046 -2.52577 0.81748 0.00 0.01 0.00
H -1.54356 0.23425 3.03192 0.01 0.01 0.00
H -5.61599 0.12914 -0.16182 0.00 0.00 -0.01
H 2.37946 -1.14523 3.62831 0.00 0.00 0.00
H 0.86780 -6.57315 1.48796 0.00 0.01 0.00
H -4.46194 -2.09206 -3.18667 0.01 0.01 0.00
H 0.82785 0.83072 -3.00845 0.00 0.00 0.00
H -1.15206 2.81788 2.93677 0.00 0.00 0.00
H -1.50706 3.45208 -4.98507 0.00 0.00 0.01
H -3.08860 -0.79590 1.14314 0.01 0.02 0.01
H -0.55538 -0.73646 4.12721 0.00 0.00 0.00
H 3.39956 -1.23510 0.56019 0.00 0.00 0.00
H -4.82572 -2.06882 -1.00260 0.00 0.01 0.00
H 2.07982 2.22631 5.30177 0.00 0.00 0.00
H 3.19877 -3.35535 4.37163 0.00 0.00 0.00
H -0.02069 5.25434 -4.14765 0.00 0.00 0.00
H 3.54384 1.78776 -1.67418 0.00 0.00 0.01
H -1.89788 0.21920 4.76231 0.00 0.00 0.00
H -2.54888 1.26969 -4.38783 -0.01 0.00 0.00
```
Positions in Å, forces in eV/Å.

These are the Löwdin partial charges, in e, on atoms 1 to 8: 1.396 -0.035 -0.112 -0.118 0.029 0.235 -0.030 -0.091


Here are the calculated E numbers, same order: -3506.2716, -2057.1709 (Ha).